{
  "formula": "C37H49N4O3PRbSSiTe",
  "method": "ωB97M-V/def2-TZVPD",
  "multiplicity": 1,
  "homo_energy_ev": -3.827,
  "de_lowest_ev": 0.0000,
  "charge": -1,
  "mol_weight_g_mol": 902.019,
  "gap_ha": 0.212,
  "symbols": ["Rb", "N", "N", "C", "N", "S", "H", "H", "H", "H", "H", "O", "C", "C", "C", "C", "C", "C", "C", "C", "N", "H", "H", "H", "H", "H", "H", "H", "H", "H", "H", "H", "C", "C", "C", "C", "C", "C", "P", "C", "C", "C", "C", "C", "C", "C", "C", "C", "C", "C", "C", "C", "C", "C", "C", "H", "H", "H", "H", "H", "H", "H", "H", "H", "H", "H", "H", "H", "H", "H", "H", "O", "O", "C", "Si", "C", "C", "C", "H", "H", "H", "H", "H", "H", "H", "H", "H", "H", "H", "C", "Te", "C", "H", "H", "H", "H", "H", "H"],
  "xyz": [[0.190, 0.395, -0.212], [1.286, -1.268, 1.988], [2.476, -1.968, 1.811], [3.595, -1.348, 1.386], [4.608, -2.213, 1.061], [3.836, 0.297, 1.354], [0.889, -1.434, 2.905], [0.628, -1.520, 1.256], [2.418, -2.970, 1.691], [4.336, -3.066, 0.590], [5.384, -1.746, 0.625], [2.387, 0.800, -1.985], [1.862, 1.490, -3.100], [2.217, 2.972, -3.089], [1.719, 3.730, -1.853], [0.236, 3.991, -1.857], [-0.292, 5.145, -2.431], [-1.662, 5.345, -2.407], [-2.468, 4.389, -1.810], [-1.863, 3.266, -1.266], [-0.546, 3.070, -1.291], [3.348, 0.762, -2.000], [0.780, 1.347, -3.041], [2.185, 1.024, -4.038], [1.816, 3.440, -3.996], [3.307, 3.070, -3.149], [2.245, 4.686, -1.786], [1.973, 3.164, -0.954], [0.375, 5.872, -2.876], [-2.092, 6.239, -2.840], [-3.542, 4.501, -1.751], [-2.444, 2.493, -0.769], [1.084, 6.405, 3.754], [0.577, 6.063, 2.508], [0.179, 4.760, 2.254], [0.255, 3.781, 3.245], [0.766, 4.136, 4.490], [1.182, 5.436, 4.742], [-0.312, 2.113, 2.734], [0.304, 1.027, 4.072], [-0.544, 0.110, 4.691], [-0.030, -0.875, 5.526], [1.335, -0.953, 5.761], [2.187, -0.039, 5.151], [1.675, 0.933, 4.309], [-2.102, 2.199, 3.134], [-2.518, 2.950, 4.205], [-3.878, 3.015, 4.564], [-4.795, 2.326, 3.826], [-4.400, 1.551, 2.708], [-5.376, 0.867, 1.944], [-4.986, 0.140, 0.857], [-3.614, 0.057, 0.512], [-2.584, 0.668, 1.204], [-3.028, 1.454, 2.331], [1.408, 7.419, 3.953], [0.500, 6.809, 1.726], [-0.196, 4.498, 1.270], [0.843, 3.391, 5.271], [1.581, 5.691, 5.716], [-1.611, 0.153, 4.509], [-0.708, -1.582, 5.989], [1.734, -1.725, 6.408], [3.257, -0.100, 5.305], [2.363, 1.592, 3.793], [-1.796, 3.505, 4.792], [-4.186, 3.611, 5.416], [-5.850, 2.366, 4.082], [-6.419, 0.940, 2.235], [-5.729, -0.379, 0.258], [-3.389, -0.540, -0.374], [-1.081, -2.636, -1.937], [-0.132, -1.544, -1.960], [-4.304, -3.764, 0.017], [-2.608, -4.348, -0.535], [-2.699, -5.115, -2.244], [-1.974, -5.638, 0.686], [-1.398, -2.884, -0.595], [-5.031, -4.578, 0.053], [-4.683, -3.001, -0.667], [-4.260, -3.303, 1.006], [-3.335, -6.004, -2.249], [-1.700, -5.394, -2.581], [-3.092, -4.400, -2.967], [-2.622, -6.516, 0.722], [-1.912, -5.227, 1.696], [-0.973, -5.965, 0.396], [-1.849, -1.999, -0.121], [-0.484, -3.132, -0.024], [3.886, -4.056, -2.021], [2.055, -2.871, -1.752], [2.056, -2.398, -3.818], [3.733, -4.760, -2.838], [4.073, -4.642, -1.117], [4.755, -3.433, -2.232], [2.954, -1.838, -4.071], [1.161, -1.802, -3.960], [2.006, -3.314, -4.403]],
  "lowdin_charge": [0.70, 0.01, -0.09, -0.94, 0.07, 0.61, 0.08, 0.01, 0.13, 0.06, 0.07, -0.20, -0.27, -0.16, -0.14, -0.30, -0.03, -0.07, -0.06, -0.11, 0.06, 0.09, 0.11, 0.12, 0.12, 0.11, 0.11, 0.11, 0.11, 0.10, 0.10, 0.09, -0.11, -0.09, -0.10, -0.37, -0.10, -0.09, 1.07, -0.38, -0.09, -0.10, -0.11, -0.10, -0.14, -0.34, -0.10, -0.10, -0.06, -0.19, -0.08, -0.12, -0.20, -0.16, -0.24, 0.09, 0.10, 0.09, 0.10, 0.10, 0.10, 0.10, 0.09, 0.10, 0.09, 0.09, 0.09, 0.10, 0.09, 0.09, 0.06, -0.37, -0.66, -0.18, 0.55, -0.18, -0.19, -0.34, 0.02, 0.03, 0.03, 0.02, 0.03, 0.03, 0.02, 0.02, 0.02, 0.05, 0.04, -0.50, 1.27, -0.42, -0.02, -0.04, -0.02, -0.01, -0.01, 0.00]
}

---

{
  "formula": "C33H72O16P",
  "method": "ωB97M-V/def2-TZVPD",
  "multiplicity": 1,
  "homo_energy_ev": -2.834,
  "charge": -1,
  "mol_weight_g_mol": 755.897,
  "gap_ha": 0.161,
  "symbols": ["C", "O", "C", "C", "C", "C", "C", "C", "C", "C", "C", "C", "C", "C", "P", "H", "H", "H", "H", "H", "H", "H", "H", "H", "H", "H", "H", "H", "H", "H", "H", "H", "H", "H", "H", "H", "H", "H", "H", "H", "H", "H", "H", "H", "H", "H", "H", "C", "C", "O", "C", "O", "O", "C", "H", "H", "H", "H", "H", "H", "H", "H", "C", "C", "O", "C", "O", "O", "C", "H", "H", "H", "H", "H", "H", "H", "H", "C", "C", "O", "C", "O", "O", "C", "H", "H", "H", "H", "H", "H", "H", "H", "C", "C", "O", "C", "O", "O", "C", "H", "H", "H", "H", "H", "H", "H", "H", "C", "C", "O", "C", "O", "O", "C", "H", "H", "H", "H", "H", "H", "H", "H"],
  "xyz": [[2.459, -3.701, -0.404], [2.592, -2.294, -0.420], [3.281, -1.769, -1.543], [2.306, -1.159, -2.543], [1.608, 0.091, -1.957], [0.065, 0.087, -1.968], [-0.545, 0.297, -0.566], [-1.921, 0.966, -0.585], [-3.074, 0.001, -0.878], [-4.433, 0.737, -0.917], [-5.517, 0.190, 0.041], [-6.715, -0.481, -0.634], [-7.878, -0.647, 0.348], [-9.078, -1.518, -0.082], [-9.553, -1.656, -1.951], [2.599, -4.055, 0.621], [3.206, -4.189, -1.036], [1.456, -4.007, -0.721], [3.939, -2.512, -2.005], [3.922, -0.957, -1.172], [1.572, -1.920, -2.826], [2.864, -0.887, -3.447], [1.953, 0.213, -0.925], [1.977, 0.965, -2.504], [-0.314, 0.860, -2.642], [-0.270, -0.881, -2.354], [0.154, 0.856, 0.063], [-0.674, -0.694, -0.115], [-2.127, 1.450, 0.375], [-1.940, 1.770, -1.334], [-3.072, -0.762, -0.091], [-2.887, -0.496, -1.837], [-4.239, 1.782, -0.654], [-4.826, 0.730, -1.939], [-5.909, 1.034, 0.623], [-5.045, -0.490, 0.762], [-6.448, -1.438, -1.089], [-7.031, 0.171, -1.456], [-8.214, 0.349, 0.665], [-7.439, -1.100, 1.254], [-9.979, -1.089, 0.379], [-8.977, -2.531, 0.328], [-10.067, -3.041, -1.706], [-8.214, -2.219, -2.256], [-9.081, -0.264, -2.192], [-10.922, -1.119, -1.668], [-9.923, -1.770, -3.381], [6.793, -1.775, -2.648], [6.461, -0.532, -3.443], [7.202, 0.615, -2.994], [8.479, 0.651, -3.363], [9.045, -0.156, -4.053], [9.028, 1.749, -2.847], [10.424, 1.894, -3.116], [6.636, -1.596, -1.583], [6.155, -2.600, -2.963], [7.832, -2.070, -2.791], [5.418, -0.254, -3.300], [6.629, -0.679, -4.510], [10.618, 1.846, -4.186], [10.991, 1.117, -2.606], [10.699, 2.869, -2.728], [3.472, -2.471, 3.203], [3.905, -1.232, 2.454], [3.653, -0.036, 3.217], [4.473, 0.210, 4.231], [5.439, -0.428, 4.551], [4.030, 1.315, 4.839], [4.758, 1.681, 6.014], [2.423, -2.390, 3.494], [3.593, -3.348, 2.568], [4.066, -2.614, 4.105], [3.316, -1.110, 1.548], [4.958, -1.279, 2.173], [5.818, 1.788, 5.795], [4.616, 0.937, 6.796], [4.345, 2.634, 6.333], [4.844, 8.441, 3.289], [5.145, 7.879, 1.917], [5.555, 6.504, 1.970], [4.572, 5.626, 2.178], [3.404, 5.889, 2.289], [5.106, 4.411, 2.231], [4.167, 3.361, 2.506], [5.704, 8.314, 3.949], [4.616, 9.504, 3.213], [3.990, 7.937, 3.738], [5.991, 8.397, 1.469], [4.291, 7.977, 1.247], [3.349, 3.371, 1.788], [3.780, 3.457, 3.515], [4.717, 2.433, 2.408], [-0.101, 2.237, 3.321], [-0.925, 1.267, 4.139], [-2.109, 1.867, 4.692], [-3.100, 2.053, 3.820], [-3.085, 1.748, 2.659], [-4.122, 2.619, 4.458], [-5.246, 2.905, 3.615], [0.157, 3.115, 3.915], [0.819, 1.754, 2.992], [-0.647, 2.578, 2.442], [-0.361, 0.928, 5.007], [-1.206, 0.391, 3.555], [-5.575, 2.011, 3.092], [-4.989, 3.679, 2.894], [-6.029, 3.260, 4.279], [-6.084, -7.555, -4.763], [-5.643, -6.308, -5.499], [-5.795, -5.129, -4.704], [-4.880, -4.953, -3.752], [-3.929, -5.669, -3.550], [-5.186, -3.854, -3.083], [-4.315, -3.556, -1.992], [-7.111, -7.442, -4.413], [-6.032, -8.418, -5.428], [-5.447, -7.743, -3.901], [-6.277, -6.134, -6.367], [-4.610, -6.389, -5.842], [-3.281, -3.503, -2.330], [-4.413, -4.311, -1.213], [-4.629, -2.593, -1.600]],
  "lowdin_charge": [-0.09, -0.20, -0.25, -0.17, -0.19, -0.19, -0.21, -0.23, -0.21, -0.19, -0.22, -0.27, -0.29, -0.44, 0.14, 0.07, 0.09, 0.09, 0.10, 0.12, 0.11, 0.10, 0.09, 0.11, 0.11, 0.10, 0.10, 0.11, 0.09, 0.11, 0.10, 0.10, 0.10, 0.11, 0.09, 0.10, 0.08, 0.09, 0.09, 0.09, 0.03, 0.04, -0.09, -0.08, -0.08, -0.10, -0.12, -0.07, -0.20, 0.04, -0.62, 0.12, 0.01, -0.04, 0.08, 0.07, 0.08, 0.11, 0.13, 0.09, 0.10, 0.09, -0.05, -0.19, 0.03, -0.63, 0.13, -0.03, -0.03, 0.09, 0.07, 0.08, 0.10, 0.13, 0.10, 0.10, 0.09, -0.07, -0.21, 0.03, -0.62, 0.12, 0.01, -0.02, 0.08, 0.08, 0.07, 0.12, 0.12, 0.10, 0.09, 0.09, -0.06, -0.21, 0.04, -0.61, 0.12, 0.01, -0.03, 0.08, 0.07, 0.07, 0.12, 0.12, 0.09, 0.10, 0.09, -0.07, -0.22, 0.04, -0.62, 0.10, 0.02, -0.03, 0.08, 0.08, 0.07, 0.12, 0.12, 0.09, 0.10, 0.07]
}

---

{
  "formula": "C19H24N2O2S",
  "method": "ωB97M-V/def2-TZVPD",
  "multiplicity": 1,
  "homo_energy_ev": -7.957,
  "de_lowest_ev": 1.1504,
  "charge": 0,
  "mol_weight_g_mol": 344.480,
  "smiles": "COc1ccc(CNC(=O)CN(C)Cc2ccc(SC)cc2)cc1",
  "gap_ha": 0.316,
  "symbols": ["C", "O", "C", "C", "C", "C", "C", "N", "C", "O", "C", "N", "C", "C", "C", "C", "C", "C", "S", "C", "C", "C", "C", "C", "H", "H", "H", "H", "H", "H", "H", "H", "H", "H", "H", "H", "H", "H", "H", "H", "H", "H", "H", "H", "H", "H", "H", "H"],
  "xyz": [[3.147, 0.064, -4.144], [2.844, 0.833, -3.005], [1.546, 0.890, -2.580], [1.294, 1.740, -1.503], [0.023, 1.844, -0.980], [-1.029, 1.117, -1.522], [-2.407, 1.171, -0.931], [-2.705, -0.111, -0.319], [-3.838, -0.369, 0.354], [-4.793, 0.378, 0.401], [-3.815, -1.740, 1.036], [-2.469, -2.094, 1.446], [-2.351, -3.483, 1.836], [-1.931, -1.182, 2.450], [-0.550, -0.679, 2.101], [0.205, -1.224, 1.073], [1.467, -0.739, 0.774], [1.999, 0.305, 1.514], [3.598, 1.007, 1.250], [4.342, -0.037, -0.034], [1.247, 0.863, 2.545], [-0.010, 0.377, 2.830], [-0.772, 0.279, -2.598], [0.500, 0.159, -3.129], [2.585, 0.404, -5.019], [4.212, 0.208, -4.321], [2.950, -1.001, -3.976], [2.114, 2.305, -1.088], [-0.152, 2.496, -0.137], [-3.162, 1.372, -1.700], [-2.478, 1.965, -0.179], [-1.939, -0.759, -0.200], [-4.539, -1.725, 1.867], [-4.162, -2.479, 0.307], [-2.987, -3.741, 2.696], [-2.633, -4.116, 0.995], [-1.314, -3.692, 2.096], [-1.894, -1.665, 3.439], [-2.593, -0.316, 2.549], [-0.193, -2.044, 0.495], [2.019, -1.183, -0.040], [3.822, 0.102, -0.976], [5.368, 0.308, -0.128], [4.331, -1.075, 0.284], [1.663, 1.680, 3.115], [-0.584, 0.819, 3.632], [-1.581, -0.293, -3.029], [0.660, -0.503, -3.965]],
  "lowdin_charge": [-0.09, -0.11, -0.28, -0.01, -0.03, -0.23, -0.12, 0.09, -0.50, 0.06, -0.11, -0.25, -0.09, -0.15, -0.21, -0.04, -0.09, -0.56, 0.89, -0.38, -0.12, -0.04, -0.03, -0.01, 0.10, 0.09, 0.09, 0.11, 0.12, 0.13, 0.13, 0.11, 0.13, 0.13, 0.09, 0.09, 0.09, 0.13, 0.13, 0.11, 0.10, 0.01, 0.03, 0.04, 0.10, 0.12, 0.12, 0.10]
}

---

{
  "formula": "C9H10BrN3OS",
  "method": "ωB97M-V/def2-TZVPD",
  "multiplicity": 1,
  "homo_energy_ev": -9.294,
  "de_lowest_ev": 0.0000,
  "charge": 0,
  "mol_weight_g_mol": 288.170,
  "gap_ha": 0.311,
  "symbols": ["Br", "C", "C", "C", "C", "N", "S", "N", "C", "C", "H", "H", "H", "C", "O", "N", "C", "C", "H", "H", "H", "H", "H", "H", "H"],
  "xyz": [[0.792, 0.970, -1.419], [-1.025, 1.471, -1.581], [-1.357, 2.848, -1.384], [-2.634, 3.285, -1.480], [-3.644, 2.338, -1.782], [-4.955, 2.561, -1.916], [-5.627, 1.151, -2.240], [-4.346, 0.187, -2.248], [-3.293, 0.967, -1.974], [-1.949, 0.528, -1.871], [-0.566, 3.548, -1.155], [-2.892, 4.323, -1.331], [-1.711, -0.512, -2.028], [1.433, -2.584, 2.163], [1.246, -3.402, 3.042], [2.628, -2.025, 1.885], [2.793, -1.053, 0.823], [3.776, -2.418, 2.683], [0.623, -2.223, 1.505], [3.507, -1.418, 0.081], [3.157, -0.106, 1.227], [1.837, -0.879, 0.335], [3.951, -3.491, 2.598], [3.606, -2.189, 3.735], [4.653, -1.879, 2.332]],
  "lowdin_charge": [0.80, -0.67, -0.12, -0.01, -0.37, -0.24, 1.01, -0.23, -0.36, -0.07, 0.10, 0.12, 0.12, -0.36, 0.01, -0.20, -0.09, -0.04, 0.13, 0.09, 0.09, 0.00, 0.09, 0.09, 0.08]
}

---

Q: Look up the multiplicity of the first one.
A: 1